[1]
{"formula": "C6H12O", "method": "ωB97M-V/def2-TZVPD", "relative_energy_kj_mol": 181.4, "max_force_ha_per_bohr": 0.0042, "homo_lumo_gap_ev": 10.439, "smiles": "C/C=C1\\C[C@H]1C.O", "total_energy_ha": -310.9902, "elements": ["C", "C", "O", "C", "C", "C", "C", "H", "H", "H", "H", "H", "H", "H", "H", "H", "H", "H", "H"], "coordinates": [[2.431, -0.262, -0.666], [1.126, -0.672, -0.044], [0.906, 1.258, 2.657], [-0.010, -0.007, -0.179], [-0.739, 1.112, -0.792], [-1.455, 0.055, 0.054], [-2.367, -0.958, -0.605], [2.707, -0.950, -1.474], [3.246, -0.283, 0.067], [2.366, 0.748, -1.084], [1.120, -1.597, 0.536], [0.830, 0.478, 3.219], [0.999, 0.887, 1.768], [-0.899, 1.094, -1.870], [-0.633, 2.109, -0.369], [-1.771, 0.402, 1.038], [-1.950, -1.280, -1.566], [-3.363, -0.538, -0.787], [-2.481, -1.849, 0.022]]}

[2]
{"formula": "C36H30BaGeNS4", "method": "ωB97M-V/def2-TZVPD", "multiplicity": 2, "relative_energy_kj_mol": 0.0, "max_force_ha_per_bohr": 0.0051, "s2": 0.7550, "homo_lumo_gap_ev": [7.303, 5.718], "total_energy_ha": -5139.8527, "elements": ["Ba", "S", "C", "C", "C", "C", "C", "C", "S", "C", "C", "C", "C", "C", "C", "C", "S", "C", "C", "C", "C", "C", "C", "S", "N", "H", "H", "H", "H", "H", "H", "H", "H", "H", "H", "H", "H", "H", "H", "H", "C", "Ge", "C", "C", "C", "C", "C", "C", "C", "C", "C", "C", "C", "C", "C", "C", "C", "C", "H", "H", "H", "H", "H", "H", "H", "H", "H", "H", "H", "H", "H", "H", "H"], "coordinates": [[0.050, -0.512, 1.490], [-2.928, -0.175, 0.922], [-3.557, -0.524, 2.517], [-4.697, -1.344, 2.621], [-5.242, -1.709, 3.835], [-4.683, -1.256, 5.026], [-3.580, -0.426, 4.963], [-3.018, -0.059, 3.737], [-1.511, 0.886, 3.867], [-1.923, 2.563, 3.308], [-1.791, 2.888, 1.839], [-2.774, 3.667, 1.243], [-2.618, 4.046, -0.073], [-1.477, 3.653, -0.746], [-0.540, 2.876, -0.078], [0.699, 2.410, -0.786], [0.418, 0.725, -1.433], [2.068, 0.322, -1.956], [2.276, 0.242, -3.334], [3.524, -0.052, -3.848], [4.582, -0.239, -2.965], [4.381, -0.154, -1.602], [3.117, 0.104, -1.043], [2.961, 0.133, 0.705], [-0.700, 2.486, 1.190], [-5.135, -1.703, 1.698], [-6.113, -2.354, 3.855], [-5.105, -1.535, 5.982], [-3.128, -0.050, 5.872], [-1.232, 3.200, 3.866], [-2.929, 2.783, 3.660], [-3.652, 3.951, 1.806], [-3.375, 4.639, -0.569], [-1.307, 3.929, -1.777], [1.549, 2.370, -0.104], [0.931, 3.054, -1.633], [1.437, 0.415, -3.996], [3.672, -0.121, -4.918], [5.574, -0.456, -3.343], [5.212, -0.296, -0.925], [-1.329, -4.659, -1.294], [0.312, -3.916, -0.528], [0.006, -3.638, 1.391], [1.068, -3.488, 2.293], [0.835, -3.091, 3.606], [-0.463, -2.853, 4.045], [-1.532, -3.036, 3.174], [-1.297, -3.412, 1.856], [1.839, -5.072, -0.898], [1.570, -6.315, -1.417], [2.594, -7.263, -1.631], [3.883, -6.954, -1.312], [4.214, -5.678, -0.791], [5.549, -5.347, -0.455], [5.860, -4.114, 0.043], [4.849, -3.144, 0.203], [3.556, -3.435, -0.127], [3.190, -4.716, -0.605], [-1.598, -5.572, -0.758], [-1.194, -4.886, -2.350], [-2.145, -3.945, -1.197], [2.086, -3.662, 1.966], [1.670, -2.967, 4.284], [-0.646, -2.534, 5.064], [-2.545, -2.862, 3.515], [-2.144, -3.498, 1.184], [0.550, -6.593, -1.657], [2.347, -8.236, -2.037], [4.675, -7.679, -1.457], [6.320, -6.095, -0.599], [6.883, -3.874, 0.305], [5.077, -2.156, 0.582], [2.813, -2.649, -0.027]]}

[3]
{"formula": "C12H30CrCsN2O4P", "method": "ωB97M-V/def2-TZVPD", "charge": 1, "multiplicity": 4, "max_force_ha_per_bohr": 0.0486, "s2": 3.8345, "homo_lumo_gap_ev": [7.063, 7.590], "total_energy_ha": -2291.5682, "elements": ["Cr", "Cs", "P", "O", "O", "O", "O", "C", "C", "N", "C", "C", "C", "C", "H", "H", "H", "H", "H", "H", "H", "H", "H", "H", "H", "H", "H", "H", "H", "C", "C", "N", "C", "C", "C", "C", "H", "H", "H", "H", "H", "H", "H", "H", "H", "H", "H", "H", "H", "H", "H"], "coordinates": [[-11.829, -9.384, -6.679], [-6.105, -9.067, -8.716], [-9.672, -8.590, -6.898], [-8.272, -8.103, -7.021], [-10.125, -9.537, -5.737], [-10.383, -9.542, -7.962], [-10.929, -7.668, -6.739], [-13.006, -11.850, -8.360], [-14.006, -10.710, -8.213], [-13.362, -9.364, -8.111], [-14.454, -8.405, -7.734], [-13.953, -7.169, -6.975], [-12.849, -9.057, -9.477], [-12.323, -7.648, -9.721], [-12.112, -11.777, -7.731], [-12.643, -11.978, -9.380], [-13.509, -12.779, -8.092], [-14.696, -10.686, -9.062], [-14.653, -10.934, -7.363], [-14.950, -8.032, -8.631], [-15.179, -8.908, -7.097], [-13.227, -6.641, -7.591], [-14.762, -6.447, -6.862], [-13.524, -7.385, -5.995], [-13.617, -9.226, -10.237], [-12.013, -9.733, -9.636], [-11.665, -7.328, -8.910], [-13.110, -6.901, -9.825], [-11.688, -7.598, -10.605], [-9.326, -12.529, -7.928], [-9.553, -12.549, -6.416], [-10.910, -12.893, -5.986], [-10.968, -12.679, -4.529], [-12.362, -12.972, -3.951], [-11.326, -14.220, -6.429], [-10.549, -15.411, -5.837], [-9.950, -11.751, -8.373], [-9.470, -13.473, -8.451], [-8.308, -12.198, -8.138], [-8.838, -13.287, -6.021], [-9.291, -11.577, -6.005], [-10.252, -13.361, -4.055], [-10.743, -11.644, -4.281], [-13.129, -12.313, -4.358], [-12.657, -14.006, -4.110], [-12.310, -12.816, -2.872], [-11.181, -14.270, -7.509], [-12.393, -14.335, -6.254], [-9.494, -15.386, -6.120], [-10.903, -16.354, -6.256], [-10.584, -15.432, -4.749]]}